# 1
The following is a DFT calculation (wB97M-V/def2-TZVPD) of 2 unconnected molecules or ions with the total composition C4H6OS2 at a distorted geometry.

Output
Total charge: 0
Max |F|: 1.4 eV/A
HOMO energy (alpha / beta): -7.156 / -8.165 eV
Energy relative to the best compared isomer or geometry (same formula, charge and spin): 540.8 kJ/mol

Cartesian coordinates (Å):
S -0.767 2.427 0.038
S 2.131 1.553 0.288
O -2.212 0.366 0.205
C -1.338 -0.675 0.255
C 2.509 -0.238 0.373
C -2.217 -0.551 -0.883
C 0.482 1.491 0.263
H 3.347 -0.371 1.049
H -1.374 -1.363 1.082
H 1.621 -0.747 0.735
H -3.125 -1.141 -0.967
H 2.768 -0.588 -0.622
H -1.824 -0.163 -1.816

=====

# 2
The following is a DFT calculation (wB97M-V/def2-TZVPD) of a single C4H6S molecule at a distorted geometry.

Output
Total charge: 0
Max |F|: 4.1 eV/A
HOMO energy: -8.621 eV
Structure (SMILES): C/C=C\C=S
Energy relative to the best compared isomer or geometry (same formula, charge and spin): 244.1 kJ/mol

Cartesian coordinates (Å):
S -0.079 0.552 -1.692
C 0.196 -0.577 1.757
C -0.771 -0.854 0.851
C -0.969 -0.303 -0.596
C 1.465 0.353 1.381
H 1.076 1.258 1.036
H -2.255 -0.087 -0.863
H 0.383 -0.952 2.781
H -1.517 -1.511 1.036
H 2.060 0.090 0.412
H 1.984 0.656 2.318

=====

# 3
The following is a DFT calculation (wB97M-V/def2-TZVPD) of a single C4H6S molecule at a distorted geometry.

Output
Total charge: 0
Max |F|: 5.4 eV/A
HOMO energy: -8.531 eV
Structure (SMILES): S=C1CCC1
Energy relative to the best compared isomer or geometry (same formula, charge and spin): 198.4 kJ/mol

Cartesian coordinates (Å):
S 2.696 -0.088 0.045
C 0.204 1.064 -0.103
C -1.032 0.034 0.129
C 1.087 -0.186 0.029
C -0.063 -1.042 -0.132
H 0.339 1.451 -1.097
H -0.336 -1.839 0.635
H -0.983 0.126 1.328
H 0.254 2.031 0.465
H -2.015 -0.005 -0.306
H -0.151 -1.547 -0.993

=====

# 4
The following is a DFT calculation (wB97M-V/def2-TZVPD) of 2 unconnected molecules or ions with the total composition C4H6S at a distorted geometry.

Output
Total charge: 0
⟨S²⟩: 2.08
Max |F|: 5.1 eV/A
HOMO energy (alpha / beta): -7.283 / -8.779 eV
Multiplicity: 3
Energy relative to the best compared isomer or geometry (same formula, charge and spin): 383.1 kJ/mol

Cartesian coordinates (Å):
S 2.527 -0.466 0.030
C 0.285 1.267 0.423
C 1.091 0.560 -0.608
C -0.791 -2.397 0.314
C 1.049 -0.866 -0.547
H 1.357 1.177 -1.478
H 0.714 2.040 0.865
H -0.597 1.553 0.051
H -0.635 -3.368 -0.375
H -0.089 0.592 1.100
H -1.544 -1.664 -0.290

=====

# 5
The following is a DFT calculation (wB97M-V/def2-TZVPD) of a single C4H6S2 molecule at a distorted geometry.

Output
Total charge: 0
Max |F|: 2.9 eV/A
HOMO energy: -8.142 eV
Structure (SMILES): CC(=C=S)CS
Energy relative to the best compared isomer or geometry (same formula, charge and spin): 147.4 kJ/mol

Cartesian coordinates (Å):
S -1.730 -1.069 2.426
S 0.576 -1.326 -1.746
C -0.781 -0.529 1.351
C -0.602 -0.200 -0.876
C -0.102 0.070 0.450
C 1.036 1.121 0.494
H 2.017 0.654 0.237
H -0.692 0.767 -1.458
H 0.088 -2.452 -1.199
H 0.725 2.048 -0.195
H -1.545 -0.703 -0.961
H 1.012 1.619 1.476

=====

# 6
The following is a DFT calculation (wB97M-V/def2-TZVPD) of a single C4H6S2 molecule.

Output
Total charge: 0
Max |F|: 1.0 eV/A
HOMO energy: -8.805 eV
Structure (SMILES): C=CCC(=S)S
Energy relative to the best compared isomer or geometry (same formula, charge and spin): 65.7 kJ/mol

Cartesian coordinates (Å):
S -1.585 1.735 -0.157
S -2.623 -0.975 -0.450
C 1.240 -0.077 -1.160
C -1.465 0.011 0.098
C -0.247 -0.482 0.872
C 1.070 -0.351 0.131
H -0.418 2.063 0.388
H 1.938 -0.560 0.778
H 0.415 0.151 -1.831
H -0.401 -1.515 1.133
H -0.174 0.055 1.805
H 2.250 -0.054 -1.606

=====

# 7
The following is a DFT calculation (wB97M-V/def2-TZVPD) of a single C4H6S2 molecule at a distorted geometry.

Output
Total charge: 0
Max |F|: 3.4 eV/A
HOMO energy: -8.820 eV
Structure (SMILES): C=C(C)SC=S
Energy relative to the best compared isomer or geometry (same formula, charge and spin): 249.2 kJ/mol

Cartesian coordinates (Å):
S -0.633 -0.109 0.717
S 0.921 2.420 0.797
C 0.515 -2.539 -0.694
C 0.730 0.909 0.156
C -0.515 -1.297 -0.695
C -1.422 -1.398 -1.629
H 0.278 -2.935 -1.762
H 1.135 0.472 -0.827
H 0.287 -3.356 0.167
H -1.296 -2.237 -2.354
H -2.429 -1.090 -1.637
H 1.556 -1.890 -0.637

=====

# 8
The following is a DFT calculation (wB97M-V/def2-TZVPD) of a single C4H6S2 molecule at a distorted geometry.

Output
Total charge: 0
⟨S²⟩: 2.02
Max |F|: 6.1 eV/A
HOMO energy (alpha / beta): -4.077 / -8.596 eV
Multiplicity: 3
Energy relative to the best compared isomer or geometry (same formula, charge and spin): 384.9 kJ/mol

Cartesian coordinates (Å):
S -1.418 1.708 0.328
S -1.685 -1.374 0.444
C 0.902 -0.118 0.744
C 0.252 -0.070 -1.220
C -0.538 0.027 0.078
C 1.452 -0.176 -0.685
H -2.476 -1.058 -0.615
H 1.074 0.670 1.446
H 2.402 -0.133 -1.177
H -0.021 -0.246 -2.257
H 1.227 -0.995 1.264
H -1.171 1.764 1.650

=====

Q: energy relative to the best compared isomer or geometry (same formula, charge and spin) of number 1 (C4H6OS2)?
A: 540.8 kJ/mol